{"formula": "C24H25BCrF2N2O5P", "method": "wB97M-V/def2-TZVPD", "symbols": ["Cr", "O", "C", "C", "N", "C", "C", "O", "O", "C", "C", "O", "O", "H", "H", "H", "H", "H", "H", "H", "H", "H", "N", "C", "C", "C", "C", "C", "C", "P", "C", "C", "C", "C", "C", "C", "C", "C", "C", "C", "C", "C", "H", "H", "H", "H", "H", "H", "H", "H", "H", "H", "H", "H", "H", "H", "H", "H", "F", "B", "F"], "xyz": [[-0.102242, -1.304244, 0.918535], [0.041784, -2.738943, 2.546440], [-0.108871, -2.407010, 3.938742], [-1.193974, -1.364980, 4.128055], [-0.903355, -0.222389, 3.290882], [-2.073541, 0.486760, 2.815465], [-2.794743, -0.287388, 1.714006], [-3.995684, -0.174528, 1.576042], [-2.025014, -1.002514, 0.951899], [0.150467, 0.660197, 3.740241], [0.982750, 1.155723, 2.546522], [1.613359, 2.192891, 2.641588], [0.978115, 0.366359, 1.526308], [-0.625499, -3.392339, 2.283266], [0.858875, -2.020347, 4.256383], [-0.314011, -3.317036, 4.503241], [-1.282301, -1.116356, 5.196498], [-2.152742, -1.785359, 3.813215], [-1.744699, 1.423546, 2.354370], [-2.785822, 0.741753, 3.608484], [0.843203, 0.122474, 4.392833], [-0.217656, 1.521843, 4.306929], [1.978986, -1.701614, 0.407415], [2.612387, -0.829673, -0.577689], [3.987917, -0.886271, -0.758226], [4.604645, -0.063090, -1.685134], [3.848317, 0.818539, -2.446194], [2.476695, 0.868486, -2.272469], [1.848600, 0.056308, -1.331556], [0.047874, 0.033180, -1.116072], [-0.530979, 1.696319, -0.697991], [0.327647, 2.735239, -0.358575], [-0.193412, 3.946873, 0.071026], [-1.565772, 4.123321, 0.166426], [-2.426191, 3.081974, -0.157079], [-1.912271, 1.867675, -0.582026], [-0.512623, -0.267957, -2.822053], [-0.079654, -1.435435, -3.450545], [-0.436082, -1.699242, -4.761528], [-1.231841, -0.801607, -5.460525], [-1.661387, 0.362490, -4.844140], [-1.303353, 0.632656, -3.530185], [2.150810, -2.672967, 0.163435], [2.429220, -1.526478, 1.303810], [4.576451, -1.575667, -0.164004], [5.677620, -0.111402, -1.815028], [4.326544, 1.459915, -3.174149], [1.877253, 1.542198, -2.873717], [1.399010, 2.587871, -0.376849], [0.480641, 4.742158, 0.359267], [-1.967107, 5.067632, 0.511051], [-3.497089, 3.203557, -0.059952], [-2.585072, 1.044982, -0.798113], [0.534416, -2.144469, -2.910683], [-0.096227, -2.610509, -5.235906], [-1.515297, -1.010791, -6.483765], [-2.276909, 1.069574, -5.384718], [-1.634421, 1.550926, -3.066446], [-1.360150, -4.073970, 0.670632], [-0.786381, -3.116336, -0.113865], [-0.761210, -3.502512, -1.393827]], "forces_ev_per_angstrom": [[-0.151, 0.032, -0.313], [0.006, 0.072, -0.041], [0.022, 0.058, 0.021], [0.009, -0.009, -0.008], [-0.053, -0.015, 0.029], [0.001, -0.007, -0.043], [-0.095, 0.152, 0.184], [0.017, 0.016, -0.072], [0.075, -0.165, -0.058], [0.067, 0.015, -0.064], [-0.056, 0.017, 0.123], [0.028, 0.018, -0.014], [0.012, -0.063, -0.021], [0.016, -0.030, -0.001], [0.009, -0.026, -0.004], [-0.018, 0.002, 0.008], [-0.003, -0.004, 0.011], [0.001, -0.009, 0.005], [0.006, 0.010, 0.012], [-0.008, -0.025, 0.001], [-0.014, 0.004, 0.011], [-0.003, 0.002, -0.007], [0.034, -0.040, 0.030], [0.006, 0.066, -0.077], [-0.018, -0.030, 0.040], [-0.001, 0.011, -0.012], [0.003, -0.007, 0.014], [0.001, -0.001, -0.011], [0.019, -0.044, 0.005], [0.040, 0.012, 0.172], [0.007, -0.032, -0.015], [0.015, -0.034, 0.012], [-0.005, 0.013, 0.011], [0.013, 0.005, -0.002], [-0.025, -0.004, -0.001], [0.006, -0.016, 0.013], [-0.054, -0.035, -0.010], [-0.012, 0.010, 0.003], [0.022, -0.023, 0.015], [-0.010, 0.012, 0.003], [-0.008, -0.002, -0.014], [0.040, -0.018, 0.009], [0.011, 0.028, -0.001], [-0.031, -0.015, -0.021], [0.005, 0.003, -0.003], [0.001, -0.002, 0.001], [0.004, 0.001, 0.001], [-0.002, -0.004, 0.001], [-0.003, 0.003, 0.008], [0.001, 0.006, -0.002], [0.002, 0.003, 0.003], [-0.001, -0.002, 0.001], [-0.011, 0.005, 0.016], [0.001, 0.008, -0.013], [-0.002, -0.001, -0.004], [0.002, 0.001, -0.003], [-0.003, 0.000, -0.002], [-0.008, 0.005, -0.003], [-0.042, -0.013, 0.040], [0.175, 0.033, -0.001], [-0.041, 0.052, 0.034]], "nbo_charge": [0.93, -0.73, -0.06, -0.24, -0.48, -0.34, 0.79, -0.63, -0.77, -0.33, 0.80, -0.65, -0.84, 0.52, 0.18, 0.19, 0.19, 0.22, 0.23, 0.20, 0.21, 0.21, -0.82, 0.14, -0.22, -0.18, -0.21, -0.18, -0.27, 1.04, -0.39, -0.11, -0.22, -0.20, -0.22, -0.21, -0.38, -0.11, -0.23, -0.19, -0.21, -0.19, 0.40, 0.41, 0.22, 0.22, 0.22, 0.23, 0.22, 0.22, 0.22, 0.23, 0.24, 0.21, 0.22, 0.22, 0.22, 0.23, -0.54, 0.90, -0.52], "max_force_ha_per_bohr": 0.007, "e_homo_ha": [-0.305, -0.316], "energy_ev": -82338.4236, "multiplicity": 4, "homo_lumo_gap_ev": [8.31, 8.68]}

***

{"formula": "C24H25Br6Cl2CsF12KMgNO7S", "method": "wB97M-V/def2-TZVPD", "symbols": ["C", "C", "C", "C", "F", "C", "Br", "N", "C", "C", "C", "F", "F", "C", "F", "F", "C", "F", "F", "C", "F", "F", "F", "C", "C", "O", "O", "C", "S", "C", "O", "O", "H", "H", "H", "H", "H", "H", "H", "H", "K", "F", "Br", "C", "C", "Br", "H", "H", "H", "H", "C", "Br", "Br", "Br", "H", "Cs", "F", "O", "H", "H", "Mg", "Cl", "C", "C", "Cl", "H", "H", "H", "H", "O", "C", "O", "C", "C", "C", "H", "H", "H", "H", "H", "H"], "xyz": [[3.968997, -6.656718, 1.078363], [3.542488, -5.511861, 0.664233], [3.092243, -4.079180, 0.159259], [3.205327, -2.905944, 1.139857], [3.713543, -3.117900, 2.424026], [2.787397, -1.561777, 0.766771], [2.981738, -0.207923, 2.169360], [2.271683, -1.340542, -0.536702], [1.847139, -0.010344, -0.998012], [0.276627, 0.186864, -1.132327], [-0.568776, -0.482864, -0.001172], [-0.096893, -0.128394, 1.278858], [-0.516745, -1.878729, -0.079244], [-2.112406, -0.044570, -0.014192], [-2.244782, 1.317196, -0.335174], [-2.629605, -0.150498, 1.275239], [-2.974660, -0.837012, -1.091701], [-2.249837, -1.242701, -2.199313], [-3.920086, 0.074938, -1.574156], [-3.810301, -2.067578, -0.522461], [-3.184096, -2.779051, 0.457044], [-5.074062, -1.665458, -0.184871], [-3.977008, -2.955075, -1.595383], [2.132068, -2.376815, -1.469890], [1.502287, -2.121742, -2.915643], [0.302114, -2.439400, -3.083629], [2.193533, -1.611928, -3.871252], [2.555401, -3.785305, -1.176018], [2.375630, -5.082417, -2.437748], [0.569619, -5.497350, -2.462778], [2.801388, -4.655659, -3.786472], [3.080493, -6.332687, -2.153765], [4.353082, -7.664224, 1.557988], [2.239708, 0.846595, -0.359642], [2.278989, 0.172236, -2.036414], [0.086043, 1.308737, -1.058812], [-0.046147, -0.092450, -2.180072], [-0.024104, -4.786425, -3.118641], [0.486158, -6.590307, -2.830178], [0.224112, -5.517764, -1.379652], [-1.188418, -5.120092, -4.386409], [4.813567, -2.676266, 4.074561], [-7.235583, 2.028987, -0.258267], [-7.509328, 1.134830, 1.451845], [-6.560624, 1.656159, 2.500216], [-4.768386, 0.932215, 2.251629], [-7.406219, 0.066567, 1.270691], [-8.541591, 1.353967, 1.725595], [-6.866284, 1.326082, 3.493083], [-6.468280, 2.740532, 2.495848], [4.658440, 2.225805, 5.076571], [2.822283, 1.641049, 5.271789], [5.127277, 2.504878, 3.212883], [5.036828, 3.781572, 6.153898], [5.291754, 1.421207, 5.442487], [3.487880, -6.089204, 3.481292], [-0.366308, -5.802153, 1.032295], [2.555430, -4.503475, -6.863574], [2.565911, -4.297185, -5.919504], [2.921663, -3.713589, -7.277521], [2.469127, 2.640874, 0.440111], [-10.780508, 5.291770, -0.836149], [-10.237374, 3.986999, 0.246883], [-10.903532, 4.055520, 1.603687], [-10.367696, 5.469931, 2.544832], [-9.153403, 4.046145, 0.329532], [-10.490695, 3.044860, -0.241784], [-10.644856, 3.171059, 2.188146], [-11.989008, 4.099480, 1.515807], [4.378963, 4.318874, -0.596461], [5.438686, 4.866397, -0.330910], [6.569536, 4.637675, -1.002360], [7.656811, 5.350500, -0.376935], [6.997492, 6.465077, 0.400283], [5.675150, 5.837683, 0.797070], [8.201684, 4.656800, 0.267624], [8.335526, 5.728211, -1.140090], [7.591836, 6.812742, 1.244402], [6.815598, 7.319398, -0.256618], [5.750611, 5.282229, 1.735793], [4.877744, 6.577913, 0.852042]], "forces_ev_per_angstrom": [[-1.112, 4.057, -3.692], [1.602, -3.151, 0.040], [0.083, -0.024, 0.612], [-0.411, -0.046, -0.748], [-2.093, 0.180, -4.507], [0.607, -2.829, 0.219], [-0.178, -0.774, -1.517], [0.666, -1.547, 0.381], [-1.034, 0.924, -1.693], [0.163, 0.743, 0.167], [-0.551, -0.543, 0.353], [-0.085, -0.280, -1.877], [0.016, 2.143, 0.217], [-0.303, 1.107, 0.567], [0.931, -1.994, 0.393], [1.462, -0.695, -2.577], [-1.698, 0.894, -0.905], [-0.422, 0.646, 1.925], [1.495, -1.515, 0.751], [-1.073, -1.772, -1.041], [-1.093, 1.575, -1.241], [2.387, -0.669, 0.101], [0.319, 1.325, 1.564], [0.811, -1.703, 0.396], [0.145, 1.728, -4.453], [0.628, -0.731, 1.881], [-0.368, -0.926, 4.178], [0.415, 2.429, 2.968], [0.805, -3.406, -4.338], [-0.017, -0.343, 0.884], [-1.389, 1.172, 2.418], [-1.066, 1.907, 1.780], [-0.948, 2.524, -1.958], [0.017, -1.632, -0.237], [-0.344, -0.443, 1.225], [0.104, -1.268, -0.058], [0.138, -0.135, 1.410], [3.266, -0.427, 3.491], [0.604, 1.673, 0.443], [0.062, 0.175, -0.871], [-2.389, -0.091, -2.772], [0.530, 0.201, 1.077], [0.157, -0.200, -0.016], [-0.144, 0.191, -0.144], [0.088, -0.161, 0.282], [-0.705, 0.441, 0.177], [0.045, 0.110, 0.073], [0.091, -0.002, 0.053], [-0.041, 0.008, -0.095], [-0.067, -0.110, -0.072], [-0.168, 0.087, 0.697], [0.274, 0.112, -0.203], [-0.047, 0.107, -0.254], [-0.114, -0.299, -0.355], [-0.078, 0.046, -0.237], [-0.811, 0.995, 4.380], [0.629, 0.304, -0.461], [-0.197, 0.176, 0.206], [0.185, -0.048, -0.040], [-0.039, -0.111, -0.036], [1.392, 0.764, 0.462], [0.030, 0.014, 0.021], [-0.046, -0.084, 0.066], [-0.063, -0.134, -0.068], [0.014, 0.002, -0.003], [-0.131, 0.100, 0.023], [-0.031, 0.047, 0.061], [0.026, 0.036, -0.057], [0.109, 0.080, -0.024], [-0.959, -1.239, 0.060], [0.861, 0.104, 0.407], [-1.380, -0.212, 0.166], [0.871, 0.401, 0.151], [0.098, 0.429, 0.148], [0.019, 0.371, -0.227], [-0.119, -0.075, -0.096], [-0.178, -0.268, -0.126], [0.000, -0.090, -0.078], [0.043, -0.060, 0.060], [-0.143, -0.018, -0.008], [-0.151, -0.271, 0.152]], "lowdin_charge": [-0.18, -0.14, 0.02, -0.11, -0.09, -0.39, 0.85, -0.01, -0.13, -0.02, -0.32, 0.04, 0.11, -0.25, 0.08, -0.04, -0.24, 0.11, 0.11, -0.41, 0.17, 0.14, 0.10, 0.05, -0.65, -0.02, 0.02, -0.09, 0.72, -0.19, -0.29, -0.28, 0.09, -0.03, 0.16, 0.13, 0.15, -0.11, 0.11, 0.08, 1.03, -0.57, 0.66, -0.67, -0.66, 0.75, 0.05, 0.05, 0.06, 0.06, -1.57, 0.59, 0.54, 0.64, -0.01, 1.30, -0.69, -0.06, -0.01, 0.04, 1.20, 0.55, -0.71, -0.67, 0.54, 0.01, 0.07, 0.06, 0.07, 0.00, -0.46, 0.08, -0.12, -0.14, -0.07, 0.14, 0.14, 0.13, 0.13, 0.11, 0.14], "max_force_ha_per_bohr": 0.109, "e_homo_ha": -0.439, "energy_ev": -552148.8314, "homo_lumo_gap_ev": 1.73, "total_charge": 2}